This record from OMol25 describes a molecular structure, C4H7IMnO4P2. The level of theory is ωB97M-V with the def2-TZVPD basis set.

Its energy relative to the best compared isomer or geometry (same formula, charge and spin) is 79.3 kcal/mol. Its spin multiplicity is 6. As for the orbital gap (spin up / spin down): 3.72 / 3.51 eV. The total charge is +2. For the total energy, the calculation gives -2588.0344 Eh. As for the strongest force on any atom: 10.31 eV/Å.

Structure (XYZ):
```
19
Properties=species:S:1:pos:R:3:forces:R:3:lowdin_charge:R:1
I 0.9426 3.8249 -0.2404 -0.399 -1.489 -0.257 0.5299
Mn 2.3954 -1.1595 2.0332 -0.593 0.519 0.145 1.4728
P -1.8022 0.4088 1.4280 -0.238 0.064 6.471 0.8460
P 0.6791 1.5861 -1.3387 -1.381 1.202 -2.111 0.5873
O 0.4858 -1.8223 -1.2637 0.067 1.111 0.432 -0.0328
O -1.4740 0.4513 3.0056 -0.046 -0.197 -5.052 -0.5030
O -0.9508 1.5764 -2.0044 2.735 -0.690 0.340 -0.3910
O -2.0741 -1.6519 -1.1226 9.822 1.613 2.677 0.0963
C 0.9218 0.2391 -0.0072 0.220 -1.947 0.690 -0.5393
C -0.3675 -0.5570 0.6172 0.563 0.084 -1.600 -0.3191
C 1.6588 -1.0912 -0.6881 -3.236 1.181 -0.495 -0.1466
C -0.8289 -1.4006 -0.7108 -4.638 -0.926 -0.544 -0.2199
H 2.5914 -0.9129 -1.3810 -2.124 -0.730 1.075 0.1904
H -0.9016 1.3785 -3.0060 0.072 0.357 2.065 0.1141
H 1.9445 -1.7100 0.2836 0.274 -0.269 -0.989 0.0357
H 0.0986 -1.2672 1.4431 -1.592 0.792 -1.227 0.0916
H -1.9918 1.7492 0.9189 0.455 -1.031 -0.426 0.0442
H -3.0916 -0.2894 1.3345 1.371 0.390 -0.843 0.0766
H 1.7643 0.6478 0.6988 -1.333 -0.033 -0.352 0.0666
```
Positions in Å, forces in eV/Å.